[1]
{
  "formula": "CH3O2Si",
  "method": "ωB97M-V/def2-TZVPD",
  "charge": -1,
  "total_energy_ha": -479.865085,
  "lumo_energy_ev": 4.27,
  "homo_energy_ev": -4.0956,
  "relative_energy_kj_mol": 114.11,
  "symbols": ["C", "O", "O", "Si", "H", "H", "H"],
  "positions_angstrom": [[0.3973, 2.1036, -0.3183], [0.0198, -0.9839, -1.4270], [1.5805, 2.0558, -0.1796], [-0.3774, -0.8166, 0.0371], [-1.8661, -1.4467, 0.5927], [0.6146, -1.6869, 1.0335], [-0.3686, 0.7745, 0.2615]],
  "forces_ev_per_a": [[5.122, 0.859, 0.075], [0.158, -0.283, -1.610], [-4.754, 0.070, -0.472], [-0.706, -1.190, 2.158], [1.488, 0.962, -0.571], [-0.900, 1.238, -0.541], [-0.408, -1.656, 0.960]]
}

=====

[2]
{
  "formula": "CH3O3PS",
  "method": "ωB97M-V/def2-TZVPD",
  "total_energy_ha": -1005.057511,
  "lumo_energy_ev": [-0.95, -0.90],
  "homo_energy_ev": [-8.4663, -8.2845],
  "relative_energy_kj_mol": 369.33,
  "symbols": ["C", "O", "O", "O", "P", "S", "H", "H", "H"],
  "positions_angstrom": [[0.0401, -0.7615, 0.2850], [-3.5912, 0.0468, 0.4160], [-1.3622, -0.9498, 0.4335], [0.3586, 0.5600, -0.0437], [-0.6417, 1.8600, 0.1732], [-2.4796, -0.1505, -0.4346], [0.5767, -0.8800, 1.3278], [0.5946, -1.2975, -0.4090], [-0.8944, 2.1077, -1.1197]],
  "forces_ev_per_a": [[0.523, 2.008, 4.051], [-2.177, -0.032, 1.402], [1.163, -1.341, 0.123], [0.060, 1.365, -0.690], [-0.854, -1.787, 1.342], [2.826, 1.560, -0.941], [-1.623, -0.571, -1.632], [0.042, -1.791, -1.585], [0.040, 0.589, -2.070]]
}

=====

[3]
{
  "formula": "CH3O3PS",
  "method": "ωB97M-V/def2-TZVPD",
  "total_energy_ha": -1005.156483,
  "lumo_energy_ev": -0.63,
  "homo_energy_ev": -9.5861,
  "relative_energy_kj_mol": 109.48,
  "symbols": ["C", "O", "O", "O", "P", "S", "H", "H", "H"],
  "positions_angstrom": [[0.7700, 0.3917, 0.9629], [-1.3010, -2.0271, -0.7895], [-1.2266, 0.5247, -0.6627], [1.1263, 0.2407, -1.5799], [-2.1951, -0.9083, -0.7826], [0.3594, 1.0842, -0.7196], [0.7172, -0.7145, 0.8514], [1.7899, 0.5939, 1.2077], [-0.0401, 0.8146, 1.5122]],
  "forces_ev_per_a": [[-0.746, -0.794, -1.945], [0.771, -1.897, 0.005], [-1.525, -0.728, -0.153], [1.001, -0.643, -1.756], [1.021, 3.228, 0.138], [-0.516, -0.851, 2.013], [-0.397, 0.770, -0.026], [0.419, 0.797, 0.416], [-0.028, 0.118, 1.306]]
}

=====

[4]
{
  "formula": "CH3O3PS",
  "method": "ωB97M-V/def2-TZVPD",
  "total_energy_ha": -1005.082476,
  "lumo_energy_ev": [-1.41, -0.69],
  "homo_energy_ev": [-9.0470, -8.9669],
  "relative_energy_kj_mol": 303.79,
  "symbols": ["C", "O", "O", "O", "P", "S", "H", "H", "H"],
  "positions_angstrom": [[-2.0105, 0.1912, 0.0004], [1.6226, 1.9020, 0.8417], [1.8647, -0.1961, -0.5123], [1.2163, -2.5941, -0.3261], [2.1087, 1.4412, -0.4437], [1.2647, -1.3806, 0.4501], [-2.8291, -0.1806, 0.5776], [-1.2074, 0.7172, 0.4766], [-2.0300, 0.0999, -1.0641]],
  "forces_ev_per_a": [[0.158, 0.052, 0.013], [-0.239, 0.651, 0.760], [0.460, 0.599, -0.877], [0.061, -0.659, -0.627], [-0.096, -1.305, -0.311], [-0.272, 0.696, 1.033], [-0.229, -0.139, 0.216], [0.149, 0.163, 0.155], [0.008, -0.059, -0.362]]
}